# 1
A molecular structure, C39H41AsFeN2O3, computed with ωB97M-V/def2-TZVPD.

The geometry in XYZ format:
```
87
Properties=species:S:1:pos:R:3:lowdin_charge:R:1
As 3.008 -0.605 -1.490 1.04
Fe -0.060 0.055 -0.170 0.99
O 1.870 0.041 -0.443 -0.54
O -0.884 -1.588 -0.080 -0.25
O -0.976 1.624 -0.051 -0.25
N 0.065 -0.030 2.002 0.12
N -0.513 0.205 -2.355 0.19
C -0.756 0.814 4.067 0.00
C -1.592 -4.790 1.574 -0.02
C -0.019 -4.617 -2.712 -0.07
C -3.725 -4.609 2.671 -0.08
C 3.973 0.842 -2.286 -0.18
C 0.111 -1.264 2.531 -0.23
C -4.654 0.472 1.441 -0.08
C 0.597 -2.370 1.645 -0.05
C 1.875 -5.155 -1.345 -0.08
C 1.365 -4.351 -0.329 -0.06
C -1.084 0.427 -3.322 -0.12
C -0.350 1.003 2.754 -0.22
C -1.422 2.458 0.979 -0.44
C -0.735 -0.457 4.611 -0.01
C -2.699 5.801 -0.399 -0.07
C -0.288 -1.512 3.833 0.01
C -1.478 3.881 0.418 -0.13
C -0.446 -2.754 0.560 -0.45
C 0.170 -3.662 -0.500 -0.17
C -1.626 -3.437 1.253 -0.15
C -0.385 2.367 2.130 -0.05
C 2.233 -1.683 -2.864 -0.17
C -5.194 1.063 2.570 -0.08
C 1.187 -5.288 -2.540 -0.09
C -1.513 6.438 -0.726 -0.09
C 4.208 -1.681 -0.463 -0.18
C -3.764 -3.259 2.352 -0.07
C -2.635 -5.373 2.279 -0.07
C -0.306 5.792 -0.492 -0.08
C -2.681 4.532 0.168 -0.02
C -3.330 2.578 2.646 -0.05
C -2.774 1.983 1.513 -0.17
C -1.157 0.069 -5.775 -0.08
C -1.813 0.714 -4.553 -0.19
C -2.721 -2.676 1.647 -0.02
C -0.292 4.526 0.069 -0.03
C -3.449 0.930 0.916 -0.03
C -0.521 -3.813 -1.702 -0.03
C -4.527 2.124 3.172 -0.07
H 1.732 -1.044 -3.587 0.03
H 2.803 -5.691 -1.190 0.11
H -4.540 -5.065 3.217 0.10
H -2.831 3.420 3.113 0.12
H 1.519 -2.372 -2.412 0.01
H -1.736 0.311 -6.664 0.08
H 0.598 2.601 1.719 0.12
H -3.646 6.291 -0.580 0.11
H 4.662 0.457 -3.036 0.05
H -0.144 0.443 -5.918 0.08
H 5.075 -1.944 -1.068 0.05
H -4.945 2.601 4.049 0.11
H -1.457 -3.285 -1.833 0.13
H 0.627 6.278 -0.746 0.10
H -0.602 3.107 2.899 0.13
H -6.130 0.706 2.980 0.10
H 1.911 -4.281 0.604 0.11
H -0.255 -2.522 4.218 0.13
H -5.167 -0.351 0.959 0.11
H 3.258 1.520 -2.748 0.05
H 0.837 -3.239 2.257 0.13
H -3.035 0.459 0.035 0.10
H 3.685 -2.586 -0.157 0.03
H 3.030 -2.247 -3.350 0.06
H -1.064 -0.625 5.628 0.12
H -2.755 -1.623 1.400 0.09
H -1.122 -1.014 -5.673 0.08
H -0.574 -4.731 -3.635 0.11
H 4.519 -1.114 0.411 0.05
H 4.526 1.368 -1.510 0.05
H -2.598 -6.429 2.517 0.11
H 1.515 -2.039 1.149 0.10
H -1.527 7.427 -1.164 0.10
H -1.094 1.662 4.644 0.12
H 0.660 4.032 0.221 0.11
H -4.609 -2.652 2.653 0.10
H -2.833 0.353 -4.409 0.13
H -3.618 4.052 0.413 0.11
H 1.575 -5.923 -3.326 0.11
H -0.752 -5.401 1.264 0.12
H -1.865 1.800 -4.647 0.13
```

Calculated values
ΔE to the lowest compared entry with this formula, charge and spin (eV): 0.0000
LUMO energy (spin up / spin down) (eV): -1.95 / -2.83
Total charge: +1
Spin multiplicity: 6
Expectation value of S²: 8.761

# 2
A molecular structure, C39H41BrClN5O5PSSr, computed with ωB97M-V/def2-TZVPD.

The geometry in XYZ format:
```
95
Properties=species:S:1:pos:R:3:lowdin_charge:R:1
Sr 0.057 0.729 -0.001 1.36
Br -4.450 4.758 1.526 0.78
Cl 2.770 -0.614 1.874 0.76
S 1.553 0.279 -2.152 0.53
P -0.154 -1.999 1.226 1.04
O -2.218 0.517 2.343 -0.25
O 1.741 -0.619 -1.004 -0.50
O 0.829 3.172 1.201 -0.28
O 0.532 1.296 3.158 -0.18
O 0.346 -0.004 -2.908 -0.30
N 1.109 3.012 -3.397 0.16
N 1.417 1.717 -1.457 -0.33
N 6.288 0.466 -5.623 0.12
N -0.448 3.088 -1.589 0.10
N -2.690 1.582 -0.361 0.01
C 4.206 0.147 -2.627 -0.05
C -1.278 -2.921 2.334 -0.38
C -0.695 1.824 3.629 -0.18
C 2.782 0.414 -4.560 -0.06
C 3.703 -4.474 1.927 -0.06
C -3.205 -4.282 2.830 -0.07
C -0.838 4.368 -3.561 -0.04
C 5.320 0.229 -3.433 -0.02
C 1.980 2.781 1.928 -0.20
C -5.064 3.005 -0.648 -0.09
C -4.759 1.954 -1.496 -0.03
C -3.563 1.274 -1.318 -0.13
C 3.767 -3.092 1.961 -0.10
C 0.677 2.652 -2.188 -0.48
C 5.182 0.410 -4.818 -0.31
C 0.351 3.866 -4.068 -0.10
C -0.386 -3.586 -2.586 -0.05
C -1.791 -3.523 4.617 -0.07
C -2.326 -2.228 -2.204 -0.08
C 3.896 0.494 -5.368 -0.02
C -1.870 -1.952 -0.923 -0.15
C -1.581 -3.047 -3.038 -0.06
C -0.681 -2.513 -0.451 -0.40
C 2.939 0.237 -3.192 -0.31
C 2.612 -2.351 1.758 -0.61
C -1.193 3.932 -2.301 -0.12
C 0.064 -3.325 -1.301 -0.07
C -4.142 3.334 0.332 -0.67
C -2.972 2.603 0.442 -0.22
C 1.384 -2.956 1.511 -0.38
C 0.381 4.490 1.464 -0.07
C -0.984 -2.874 3.698 -0.11
C -2.393 -3.633 1.907 -0.09
C 1.348 -4.353 1.505 -0.09
C -3.482 -0.126 2.360 -0.08
C -1.728 0.735 3.655 -0.18
C 2.488 -5.109 1.704 -0.06
C -2.909 -4.227 4.183 -0.08
C 1.615 2.212 3.285 -0.19
H -2.547 1.035 4.319 0.14
H 2.480 2.027 1.316 0.08
H 2.479 1.673 3.682 0.12
H -2.240 2.857 1.199 0.08
H 0.398 -4.850 1.344 0.12
H -2.632 -3.695 0.853 0.10
H -3.413 -1.128 2.796 0.08
H 2.678 3.617 2.045 0.14
H 6.310 0.147 -3.002 0.11
H 0.021 4.602 2.492 0.09
H 4.313 0.005 -1.559 0.12
H -1.288 -0.185 4.049 0.12
H 0.706 4.156 -5.051 0.12
H -1.453 5.059 -4.118 0.11
H 1.359 3.000 3.997 0.13
H -3.262 -1.809 -2.552 0.10
H -4.066 -4.839 2.486 0.11
H 3.781 0.621 -6.437 0.11
H 1.186 5.209 1.289 0.10
H -5.437 1.665 -2.287 0.11
H 1.787 0.482 -4.980 0.11
H -3.287 0.457 -1.974 0.10
H -0.434 4.694 0.772 0.08
H -1.547 -3.485 5.671 0.11
H -4.204 0.465 2.933 0.10
H -2.112 4.270 -1.831 0.11
H -0.106 -2.335 4.042 0.11
H 2.431 -6.189 1.690 0.11
H -2.456 -1.304 -0.272 0.09
H 4.701 -2.582 2.153 0.11
H -1.034 2.641 2.980 0.11
H 7.193 0.588 -5.207 0.10
H 4.602 -5.054 2.085 0.11
H -3.828 -0.204 1.331 0.08
H 1.010 -3.735 -0.975 0.11
H -5.988 3.559 -0.746 0.11
H -3.539 -4.738 4.899 0.11
H -0.567 2.224 4.641 0.14
H -1.925 -3.255 -4.043 0.11
H 6.189 0.778 -6.572 0.10
H 0.207 -4.210 -3.242 0.11
```

Calculated values
ΔE to the lowest compared entry with this formula, charge and spin (eV): 2.1484
LUMO energy (eV): -1.84
Total charge: +1

# 3
A molecular structure, C39H41EuN8O8S3, computed with ωB97M-V/def2-TZVPD.

The geometry in XYZ format:
```
100
Properties=species:S:1:pos:R:3:lowdin_charge:R:1
Eu 0.418 -0.532 -0.122 1.77
S 0.485 0.942 2.630 0.67
S -0.197 0.277 -2.947 0.49
S -0.753 2.213 -0.232 0.45
O 0.051 6.174 -4.460 -0.05
O 4.669 -1.217 1.472 0.00
O 1.120 -2.757 0.340 -0.18
O 2.590 -0.652 0.848 -0.24
O -1.170 -1.201 1.487 -0.20
O 3.450 5.601 -2.993 0.03
O 2.143 -1.245 -2.020 -0.25
O 2.033 -4.806 0.307 -0.02
N -4.071 -1.110 -2.316 0.10
N 2.363 1.769 -0.424 0.01
N -1.504 -0.624 3.712 0.09
N 1.456 4.566 -3.378 0.12
N -0.441 0.819 5.109 -0.15
N -1.023 -2.923 -1.334 0.10
N -2.806 -3.886 -2.192 0.10
N -2.488 -0.479 -0.920 0.07
C -1.004 1.831 -3.008 -0.75
C -1.309 0.312 6.169 -0.23
C 3.058 -3.138 -1.025 -0.10
C 1.145 5.281 -4.592 -0.24
C -0.860 -1.026 6.756 -0.09
C 3.516 4.293 -0.403 -0.01
C -4.382 0.178 -1.926 -0.08
C -1.945 3.851 -2.044 -0.16
C -3.945 -4.203 1.619 -0.09
C 2.787 3.861 -1.504 -0.12
C -0.784 -4.275 -1.460 -0.11
C 2.003 -3.604 -0.009 -0.64
C -2.134 3.503 -4.412 -0.16
C 2.330 -2.649 -2.290 -0.26
C 3.292 -2.616 -3.483 -0.10
C 4.153 -1.367 -3.146 -0.10
C -1.438 2.312 -4.260 -0.17
C 3.648 3.446 0.681 -0.04
C -3.397 0.541 -1.057 -0.15
C 3.942 -1.887 -0.686 -0.10
C -2.409 4.276 -3.285 -0.17
C -1.731 -1.293 2.586 -0.44
C -2.240 -2.723 -1.770 -0.30
C 3.050 2.188 0.633 -0.14
C -4.672 -3.424 3.773 -0.11
C 0.601 1.766 5.491 -0.27
C 3.722 -1.213 0.676 -0.62
C -2.962 -3.223 1.600 -0.01
C 2.607 4.764 -2.681 -0.43
C -1.242 2.643 -1.859 -0.76
C 3.538 -0.925 -1.815 -0.25
C -2.918 -1.448 -1.676 -0.32
C -1.870 -4.887 -2.008 -0.09
C -2.824 -2.338 2.665 -0.11
C 2.240 2.593 -1.464 -0.13
C 1.961 1.127 5.779 -0.09
C -3.681 -2.450 3.756 -0.03
C -0.548 0.331 3.824 -0.71
C -4.808 -4.303 2.704 -0.12
H 2.330 0.624 4.884 0.06
H 0.762 3.924 -3.015 0.11
H 0.134 -4.730 -1.105 0.09
H -1.339 1.070 6.953 0.10
H -1.223 1.698 -5.130 0.08
H 3.127 1.488 1.456 0.08
H -2.474 3.818 -5.395 0.09
H 4.208 3.740 1.560 0.10
H 0.107 -0.935 7.257 0.05
H 2.684 1.896 6.070 0.07
H -5.577 -5.068 2.722 0.09
H 1.373 -3.116 -2.492 0.13
H -2.311 0.202 5.766 0.09
H -4.516 -1.617 -3.054 0.14
H -5.245 0.700 -2.307 0.10
H 0.952 4.555 -5.382 0.12
H 4.999 -2.134 -0.736 0.14
H -5.338 -3.499 4.626 0.09
H -2.133 4.455 -1.162 0.08
H 3.648 0.126 -1.585 0.14
H -1.594 -1.389 7.483 0.06
H 3.965 5.279 -0.422 0.11
H 0.708 2.495 4.690 0.07
H -3.251 1.478 -0.537 0.07
H 3.871 -3.538 -3.551 0.11
H 5.217 -1.583 -3.043 0.11
H -2.077 -5.919 -2.246 0.10
H 0.245 2.285 6.383 0.10
H 3.670 -4.010 -1.231 0.14
H 2.014 5.875 -4.839 0.11
H 1.887 0.396 6.589 0.05
H -0.718 5.649 -4.220 0.03
H -2.996 5.186 -3.365 0.09
H 1.676 2.194 -2.305 0.07
H 4.025 -0.586 -3.897 0.11
H -0.772 -1.760 5.953 0.07
H -4.034 -4.896 0.789 0.09
H -2.263 -3.133 0.778 0.09
H 2.740 -2.479 -4.414 0.11
H -3.555 -1.760 4.581 0.10
H -3.742 -4.014 -2.520 0.14
```

Calculated values
LUMO energy (spin up / spin down) (eV): 3.71 / 3.71
Total charge: -2
Spin multiplicity: 7
Expectation value of S²: 12.012

> The lowest total charge belongs to which entry?

C39H41EuN8O8S3

> Among the records above, which one has the lowest total charge?

C39H41EuN8O8S3

> Look up the total charge of the second one.

+1